1.
{"formula": "C51H39N2O6", "method": "ωB97M-V/def2-TZVPD", "symbols": ["C", "C", "C", "C", "C", "C", "C", "C", "C", "N", "N", "H", "H", "H", "H", "H", "H", "H", "H", "H", "H", "H", "H", "H", "H", "H", "C", "C", "C", "C", "C", "C", "C", "O", "C", "C", "C", "C", "C", "C", "C", "O", "H", "H", "H", "H", "H", "H", "H", "H", "C", "C", "C", "C", "C", "C", "C", "O", "C", "C", "C", "C", "C", "C", "C", "O", "H", "H", "H", "H", "H", "H", "H", "H", "C", "C", "C", "C", "C", "C", "C", "O", "C", "C", "C", "C", "C", "C", "C", "O", "H", "H", "H", "H", "H", "H", "H", "H"], "xyz": [[0.242, 0.348, -0.409], [0.823, 1.736, -0.056], [0.929, 2.642, -1.291], [2.179, 1.606, 0.638], [2.095, 1.039, 2.070], [1.309, 1.945, 2.966], [0.031, 1.691, 3.482], [-0.583, 2.664, 4.216], [0.096, 3.887, 4.408], [1.295, 4.117, 3.935], [1.844, 3.133, 3.252], [-0.604, 0.083, 0.233], [-0.108, 0.315, -1.440], [0.997, -0.435, -0.282], [0.112, 2.210, 0.637], [1.245, 2.071, -2.168], [-0.041, 3.087, -1.531], [1.631, 3.465, -1.134], [2.823, 0.934, 0.061], [2.692, 2.577, 0.654], [3.102, 0.901, 2.477], [1.600, 0.064, 2.071], [-0.441, 0.738, 3.275], [-1.572, 2.522, 4.634], [-0.356, 4.710, 4.950], [2.761, 3.363, 2.882], [-4.969, 0.933, -1.246], [-6.313, 0.577, -1.234], [-6.679, -0.758, -1.265], [-5.702, -1.744, -1.314], [-4.353, -1.388, -1.330], [-3.991, -0.046, -1.292], [-3.285, -2.426, -1.406], [-2.107, -2.126, -1.375], [-3.711, -3.847, -1.499], [-2.732, -4.825, -1.604], [-3.087, -6.162, -1.642], [-4.429, -6.525, -1.587], [-5.412, -5.553, -1.493], [-5.058, -4.210, -1.447], [-6.127, -3.178, -1.340], [-7.297, -3.481, -1.276], [-4.687, 1.978, -1.229], [-7.076, 1.344, -1.207], [-7.719, -1.054, -1.256], [-2.941, 0.211, -1.314], [-1.697, -4.517, -1.641], [-2.322, -6.924, -1.718], [-4.707, -7.570, -1.618], [-6.459, -5.819, -1.449], [2.253, 9.112, -6.019], [3.607, 9.109, -5.703], [4.042, 8.561, -4.508], [3.122, 8.017, -3.620], [1.759, 8.027, -3.935], [1.330, 8.572, -5.139], [0.746, 7.470, -2.999], [-0.435, 7.455, -3.265], [1.236, 6.922, -1.695], [0.307, 6.433, -0.784], [0.739, 5.910, 0.422], [2.098, 5.870, 0.718], [3.027, 6.359, -0.183], [2.596, 6.890, -1.393], [3.616, 7.423, -2.350], [4.796, 7.364, -2.084], [1.918, 9.537, -6.956], [4.324, 9.536, -6.391], [5.092, 8.547, -4.249], [0.274, 8.569, -5.369], [-0.743, 6.473, -1.037], [0.013, 5.536, 1.135], [2.432, 5.460, 1.664], [4.087, 6.339, 0.030], [2.172, -9.361, 5.130], [1.908, -10.190, 4.045], [1.623, -9.644, 2.805], [1.597, -8.264, 2.645], [1.853, -7.431, 3.737], [2.144, -7.985, 4.977], [1.810, -5.949, 3.603], [2.039, -5.218, 4.543], [1.468, -5.386, 2.263], [1.381, -4.007, 2.118], [1.069, -3.462, 0.886], [0.855, -4.288, -0.212], [0.940, -5.662, -0.073], [1.240, -6.216, 1.166], [1.300, -7.703, 1.297], [1.107, -8.418, 0.339], [2.398, -9.791, 6.096], [1.926, -11.265, 4.169], [1.422, -10.274, 1.949], [2.344, -7.327, 5.811], [1.557, -3.383, 2.984], [0.986, -2.388, 0.772], [0.609, -3.853, -1.172], [0.773, -6.323, -0.913]], "forces_ev_per_angstrom": [[-0.02, 0.08, 0.29], [-0.15, 0.00, -0.18], [-0.06, -0.03, -0.01], [0.09, -0.02, -0.02], [-0.14, -0.15, 0.02], [0.22, 0.16, -0.09], [0.10, -0.25, -0.15], [0.07, 0.30, 0.07], [-0.18, 0.04, 0.07], [-0.17, 0.05, 0.13], [-0.13, -0.25, -0.15], [0.04, -0.06, -0.12], [-0.02, -0.07, 0.07], [-0.07, 0.05, -0.17], [0.17, 0.13, 0.00], [0.11, 0.05, 0.09], [0.06, -0.10, -0.01], [-0.06, -0.04, -0.02], [-0.05, 0.11, 0.04], [-0.06, -0.04, 0.05], [-0.12, 0.00, 0.03], [0.11, 0.07, -0.03], [0.05, 0.05, 0.01], [0.07, 0.02, -0.03], [0.10, -0.10, -0.02], [0.02, -0.03, 0.02], [0.01, 0.00, 0.01], [0.00, -0.01, 0.00], [-0.01, 0.06, 0.01], [0.02, -0.04, 0.02], [0.02, -0.02, -0.06], [-0.02, 0.05, -0.01], [-0.02, -0.04, 0.07], [0.04, 0.13, 0.00], [0.01, 0.06, 0.03], [0.07, -0.13, 0.04], [-0.04, 0.02, -0.04], [-0.01, 0.02, 0.01], [0.03, -0.06, 0.01], [-0.02, 0.01, -0.01], [0.01, 0.01, 0.00], [0.00, -0.01, -0.01], [0.00, 0.00, -0.01], [0.00, 0.00, 0.00], [0.00, -0.03, 0.00], [0.01, -0.02, -0.01], [0.00, -0.01, 0.01], [0.00, -0.01, 0.00], [0.00, 0.00, 0.00], [-0.01, 0.03, 0.00], [-0.01, -0.01, 0.01], [0.00, 0.00, 0.01], [0.00, 0.02, -0.05], [0.00, -0.02, 0.02], [-0.01, 0.00, 0.03], [0.02, 0.03, -0.05], [0.02, 0.01, -0.01], [-0.01, -0.01, -0.01], [0.02, 0.00, -0.02], [-0.01, -0.04, 0.07], [0.00, -0.01, 0.00], [0.00, -0.08, 0.02], [-0.02, -0.08, 0.04], [-0.01, 0.00, -0.02], [0.00, 0.01, -0.02], [0.00, 0.00, 0.00], [0.00, 0.00, 0.00], [0.00, 0.00, -0.01], [0.00, -0.01, 0.02], [-0.01, -0.01, 0.03], [0.00, 0.02, -0.03], [0.00, 0.01, 0.01], [0.01, 0.11, 0.04], [0.01, 0.04, -0.02], [0.00, 0.01, 0.00], [0.00, 0.01, -0.01], [0.02, -0.04, 0.03], [0.01, 0.02, -0.02], [-0.02, 0.03, -0.01], [0.00, -0.05, 0.03], [0.00, -0.03, -0.02], [0.00, 0.02, 0.02], [0.00, -0.04, 0.02], [-0.02, 0.06, -0.07], [0.02, 0.00, 0.04], [-0.04, 0.02, -0.06], [-0.01, 0.06, -0.01], [0.00, 0.00, 0.02], [0.00, -0.01, 0.01], [-0.02, 0.00, 0.01], [0.00, 0.00, 0.00], [0.01, 0.00, 0.00], [0.00, 0.02, -0.02], [-0.01, 0.02, -0.01], [0.02, -0.03, 0.04], [-0.02, -0.03, -0.01], [0.01, 0.01, 0.00], [0.01, -0.03, 0.01]], "mulliken_charge": [-1.461, 1.689, -1.681, -1.362, -0.250, 0.328, -0.142, -0.438, -0.257, -1.016, 0.534, 0.261, 0.439, 0.258, 0.024, 0.464, 0.404, 0.276, 0.439, 0.406, 0.447, -0.111, 0.486, 0.444, 0.455, 0.431, -0.651, -0.441, -0.723, 0.399, 0.099, -0.479, 0.349, -0.659, 0.145, -0.327, -0.587, -0.485, -0.696, 0.377, 0.556, -0.653, 0.432, 0.397, 0.496, 0.654, 0.432, 0.447, 0.409, 0.491, -0.498, -0.495, -0.598, 0.245, 0.206, -0.615, 0.539, -0.653, 0.332, -0.827, -0.431, -0.256, -0.923, 0.309, 0.516, -0.649, 0.411, 0.406, 0.480, 0.480, 0.518, 0.409, 0.563, 0.503, -0.486, -0.502, -0.573, 0.208, 0.179, -0.579, 0.547, -0.670, 0.116, -0.717, 0.220, -0.350, -0.913, 0.183, 0.685, -0.652, 0.412, 0.403, 0.478, 0.467, 0.489, 0.034, 0.472, 0.531], "charge": 1, "spin_multiplicity": 1, "orbital_gap_ev": 6.459, "homo_energy_ev": -11.316}

2.
{"formula": "C3H9N3O", "method": "ωB97M-V/def2-TZVPD", "symbols": ["C", "N", "N", "N", "H", "H", "H", "C", "C", "O", "H", "H", "H", "H", "H", "H"], "xyz": [[1.718, -1.453, 0.360], [1.993, -0.065, 0.165], [3.021, 0.132, -1.193], [1.934, 0.310, -1.525], [2.630, -2.061, 0.462], [1.223, -1.404, 1.338], [1.019, -1.911, -0.348], [-1.807, 0.284, -0.681], [-1.678, 1.131, 0.581], [-0.596, 0.733, 1.406], [-1.918, -0.768, -0.417], [-2.682, 0.596, -1.258], [-0.923, 0.399, -1.319], [-2.575, 1.017, 1.198], [-1.592, 2.191, 0.315], [0.233, 0.868, 0.916]], "forces_ev_per_angstrom": [[0.24, -0.67, -0.05], [0.33, 1.26, -1.17], [-0.50, -0.25, 0.56], [0.08, -0.39, 0.79], [-0.23, 0.05, -0.12], [-0.03, -0.11, -0.07], [0.08, 0.11, 0.06], [0.10, 0.18, 0.09], [-0.13, -0.11, -0.09], [0.23, 0.03, -0.14], [0.00, -0.02, -0.03], [0.04, -0.04, 0.02], [-0.11, -0.04, 0.09], [0.08, 0.05, -0.07], [-0.02, -0.01, 0.02], [-0.19, -0.05, 0.10]], "nbo_charge": [-0.494, -0.300, 0.073, 0.065, 0.195, 0.259, 0.205, -0.637, -0.057, -0.737, 0.206, 0.211, 0.203, 0.173, 0.154, 0.482], "smiles": "CN1N=N1.CCO", "charge": 0, "spin_multiplicity": 1, "orbital_gap_ev": 10.741, "homo_energy_ev": -10.032}

3.
{"formula": "C2H2F3OP", "method": "ωB97M-V/def2-TZVPD", "symbols": ["C", "C", "O", "F", "F", "F", "P", "H", "H"], "xyz": [[0.167, 0.652, -0.792], [1.022, -0.499, -0.310], [-0.075, 0.846, -1.919], [2.301, -0.418, -0.701], [1.057, -0.556, 1.034], [0.451, -1.629, -0.716], [-1.417, 1.202, 1.376], [-1.196, -0.245, 1.634], [-2.310, 0.648, 0.394]], "forces_ev_per_angstrom": [[0.95, 1.23, -1.01], [0.66, -1.23, 1.42], [-0.32, -0.15, -0.18], [-0.67, 0.06, -0.42], [0.16, 0.20, -0.28], [0.26, -0.38, -0.40], [-1.11, -1.76, 0.61], [0.05, 1.32, 0.25], [0.02, 0.69, 0.01]], "mulliken_spin": [0.543, 0.148, 0.299, 0.013, -0.001, 0.020, 1.023, -0.022, -0.022], "charge": 0, "spin_multiplicity": 3, "orbital_gap_ev": [7.552, 8.640], "homo_energy_ev": [-7.748, -11.101]}

4.
{"formula": "C5H10O", "method": "ωB97M-V/def2-TZVPD", "symbols": ["O", "C", "C", "C", "C", "C", "H", "H", "H", "H", "H", "H", "H", "H", "H", "H"], "xyz": [[0.112, -0.028, 1.906], [0.199, 0.943, 0.479], [-1.157, 0.605, -0.040], [-0.933, -0.896, -0.218], [0.481, -1.001, -0.836], [1.256, 0.237, -0.331], [0.426, 0.874, 2.059], [0.393, 2.050, 0.561], [-1.911, 0.858, 0.713], [-1.402, 1.124, -0.974], [-1.710, -1.389, -0.793], [-0.911, -1.320, 0.788], [0.981, -1.927, -0.548], [0.416, -0.975, -1.927], [2.107, -0.005, 0.315], [1.652, 0.849, -1.155]], "forces_ev_per_angstrom": [[1.07, 3.51, -2.39], [-0.26, -0.80, -0.14], [-0.17, -0.26, -0.15], [-0.25, -0.40, -0.18], [-0.07, -0.26, -0.17], [-0.11, -0.21, 0.01], [0.47, -0.05, 2.83], [-0.10, -1.03, 1.11], [0.03, -0.11, -0.23], [0.15, -0.05, 0.01], [0.00, -0.08, -0.24], [-0.25, -0.18, -0.49], [-0.10, 0.02, -0.10], [0.04, -0.08, 0.05], [-0.17, -0.04, -0.12], [-0.28, 0.00, 0.22]], "nbo_charge": [-0.774, 0.063, -0.440, -0.408, -0.405, -0.446, 0.459, 0.210, 0.230, 0.205, 0.206, 0.240, 0.217, 0.200, 0.231, 0.212], "smiles": "OC1CCCC1", "charge": 0, "spin_multiplicity": 1, "orbital_gap_ev": 11.370, "homo_energy_ev": -10.392}

5.
{"formula": "C33H36AsF5MoN6O2Se", "method": "ωB97M-V/def2-TZVPD", "symbols": ["Mo", "C", "C", "C", "C", "C", "C", "As", "N", "C", "C", "C", "C", "C", "C", "C", "C", "C", "C", "C", "C", "C", "C", "C", "C", "C", "C", "H", "H", "H", "H", "H", "H", "H", "H", "H", "H", "H", "H", "H", "H", "H", "H", "H", "H", "H", "H", "H", "H", "H", "H", "H", "H", "H", "C", "C", "O", "H", "H", "H", "H", "H", "H", "N", "N", "N", "C", "N", "N", "H", "H", "H", "F", "C", "C", "F", "C", "F", "C", "O", "C", "F", "C", "F", "Se"], "xyz": [[0.178, -1.940, -0.587], [0.862, 3.254, 5.096], [0.763, 2.526, 3.791], [-0.007, 1.375, 3.653], [-0.151, 0.745, 2.429], [-0.973, -0.513, 2.344], [0.484, 1.285, 1.300], [0.139, 0.468, -0.416], [1.650, -0.849, -0.338], [2.893, -0.445, 0.174], [3.106, -0.427, 1.557], [4.339, -0.066, 2.071], [5.370, 0.298, 1.217], [5.164, 0.288, -0.155], [3.937, -0.079, -0.679], [0.035, 1.909, -1.739], [-0.836, 2.965, -1.407], [-1.642, 3.046, -0.132], [-0.956, 4.014, -2.305], [-0.290, 4.035, -3.525], [-0.437, 5.182, -4.477], [0.522, 2.953, -3.842], [0.704, 1.890, -2.971], [1.636, 0.789, -3.393], [1.338, 2.391, 1.427], [2.175, 2.948, 0.303], [1.453, 2.988, 2.675], [0.392, 2.700, 5.906], [0.364, 4.222, 5.011], [1.902, 3.449, 5.355], [-0.507, 0.960, 4.520], [-1.363, -0.792, 3.320], [-0.359, -1.359, 2.001], [-1.820, -0.390, 1.667], [2.294, -0.709, 2.218], [4.492, -0.052, 3.142], [6.333, 0.581, 1.620], [5.958, 0.582, -0.828], [3.784, -0.099, -1.750], [-1.860, 2.063, 0.282], [-2.584, 3.558, -0.321], [-1.105, 3.632, 0.616], [-1.606, 4.842, -2.045], [-1.118, 5.937, -4.092], [-0.811, 4.835, -5.441], [0.535, 5.646, -4.652], [1.037, 2.938, -4.796], [2.586, 1.202, -3.732], [1.206, 0.235, -4.230], [1.829, 0.089, -2.584], [2.270, 2.259, -0.532], [3.177, 3.159, 0.677], [1.758, 3.886, -0.069], [2.112, 3.843, 2.778], [-3.955, 0.819, -2.428], [-3.142, -0.355, -1.920], [-2.805, -0.226, -0.526], [-4.095, 0.732, -3.505], [-3.438, 1.756, -2.214], [-4.943, 0.841, -1.963], [-2.188, -0.405, -2.447], [-3.687, -1.291, -2.075], [-3.613, 0.034, -0.068], [1.123, -6.856, 1.111], [1.398, -5.554, 0.982], [2.327, -4.972, 1.713], [2.221, -3.711, 1.354], [1.258, -3.561, 0.431], [0.731, -4.764, 0.207], [1.795, -7.366, 1.661], [0.679, -7.304, 0.326], [2.848, -2.929, 1.743], [-5.892, -5.579, 0.836], [-4.779, -4.922, 0.602], [-4.227, -4.120, 1.593], [-4.812, -4.016, 2.772], [-3.048, -3.447, 1.344], [-2.484, -2.705, 2.293], [-2.410, -3.523, 0.105], [-1.286, -2.827, -0.124], [-2.980, -4.344, -0.873], [-2.360, -4.466, -2.038], [-4.149, -5.040, -0.632], [-4.663, -5.817, -1.568], [0.227, -2.329, -2.810]], "forces_ev_per_angstrom": [[1.50, -1.00, -2.28], [0.01, 0.02, -0.01], [0.06, -0.02, -0.10], [0.05, 0.04, 0.00], [-0.12, -0.19, -0.08], [0.11, 0.38, 0.02], [-0.18, -0.09, 0.13], [0.19, 1.57, 0.29], [0.54, 0.75, 0.16], [0.60, -0.02, 0.42], [-0.23, -0.11, -0.09], [0.05, 0.07, 0.02], [0.00, -0.01, -0.03], [0.02, 0.08, 0.03], [-0.25, -0.17, -0.17], [-0.16, -0.25, -0.18], [-0.03, -0.17, 0.27], [0.18, 0.05, -0.10], [0.03, 0.02, -0.12], [-0.02, -0.06, 0.06], [0.03, -0.01, -0.01], [-0.03, 0.05, 0.08], [0.15, -0.16, 0.08], [-0.14, 0.03, 0.01], [0.07, -0.03, -0.34], [-0.03, 0.01, 0.11], [-0.07, -0.05, 0.05], [0.01, 0.00, 0.01], [0.00, 0.00, 0.05], [0.00, 0.00, 0.03], [-0.02, 0.01, 0.00], [0.03, 0.00, -0.02], [-0.05, -0.01, 0.05], [0.06, -0.11, -0.04], [0.00, 0.10, 0.04], [-0.02, -0.04, 0.00], [0.00, 0.02, 0.00], [0.03, -0.05, 0.00], [0.04, 0.01, 0.02], [-0.14, 0.07, 0.08], [-0.04, -0.06, -0.03], [-0.01, -0.09, 0.09], [-0.03, -0.01, 0.00], [0.01, 0.02, -0.01], [0.00, 0.01, -0.01], [-0.02, 0.04, -0.02], [0.04, -0.01, 0.01], [0.02, 0.00, 0.02], [0.05, -0.02, 0.00], [0.07, -0.04, -0.08], [0.08, 0.05, -0.03], [0.01, 0.00, -0.01], [-0.01, -0.03, -0.06], [0.00, 0.01, -0.02], [0.10, -0.09, 0.10], [-0.14, 0.15, -0.04], [-0.11, 0.03, -0.06], [-0.03, 0.04, -0.01], [-0.02, 0.02, -0.06], [-0.01, 0.04, 0.00], [-0.02, -0.08, -0.01], [0.12, -0.03, -0.04], [-0.01, 0.02, 0.07], [-0.45, -0.45, 0.37], [0.09, 0.61, -0.25], [0.14, -0.28, 0.17], [0.00, 0.15, -0.18], [0.02, 0.17, -0.08], [-0.02, -0.44, 0.10], [0.18, 0.08, -0.09], [0.11, 0.14, -0.19], [-0.03, 0.06, -0.04], [-0.08, -0.04, 0.01], [0.11, 0.07, -0.04], [0.08, -0.06, -0.07], [-0.05, 0.01, 0.07], [0.27, 0.10, -0.18], [-0.21, -0.16, 0.13], [-0.57, -0.49, 0.30], [-2.18, -0.71, 0.67], [0.39, 0.24, 0.07], [-0.02, -0.01, -0.17], [-0.01, 0.06, 0.10], [-0.01, -0.02, -0.03], [-0.02, 0.29, 1.11]], "mulliken_charge": [-0.769, -1.664, 0.526, -0.935, -0.642, -1.110, 1.275, 4.222, 0.449, -0.648, 0.241, -1.232, -0.694, -0.766, -0.318, 1.028, 0.074, -1.898, -0.865, 0.583, -1.629, -0.819, 0.335, -1.539, 1.161, -1.633, -1.083, 0.396, 0.333, 0.390, 0.432, 0.686, -0.017, 0.059, 0.828, 0.471, 0.453, 0.459, 0.436, 0.118, 0.654, 0.447, 0.399, 0.383, 0.374, 0.366, 0.530, 0.479, 0.518, -0.516, -0.013, 0.590, 0.370, 0.550, -1.340, 0.072, -0.193, 0.402, 0.218, 0.432, -0.063, 0.287, 0.262, -0.554, 1.263, -0.912, -0.536, 0.069, -0.482, 0.304, 0.276, 0.743, -0.257, 0.567, 0.150, -0.271, 0.341, -0.231, -0.585, 0.374, 0.164, -0.283, 0.306, -0.266, -0.085], "charge": 2, "spin_multiplicity": 1, "orbital_gap_ev": [6.042, 6.041], "homo_energy_ev": [-13.742, -13.742]}

6.
{"formula": "C5H6O2", "method": "ωB97M-V/def2-TZVPD", "symbols": ["C", "C", "C", "C", "C", "O", "O", "H", "H", "H", "H", "H", "H"], "xyz": [[-1.566, -1.157, -0.164], [-0.571, -0.143, 0.344], [0.677, 1.877, -0.277], [-0.040, 0.825, -0.662], [2.382, -1.296, 0.602], [3.067, -1.037, 1.469], [-0.209, -0.117, 1.504], [-1.994, -1.706, 0.675], [-1.055, -1.856, -0.836], [-2.359, -0.668, -0.741], [0.886, 2.021, 0.779], [1.063, 2.606, -0.985], [-0.281, 0.652, -1.708]], "forces_ev_per_angstrom": [[-0.04, -0.01, 0.06], [0.02, -0.05, 0.22], [-0.04, -0.08, -0.07], [0.11, 0.22, 0.00], [0.86, 0.26, 1.02], [-0.81, -0.29, -1.03], [-0.17, 0.00, -0.33], [0.05, 0.04, -0.11], [-0.04, 0.10, 0.07], [0.13, -0.06, 0.07], [-0.01, 0.00, -0.11], [-0.08, -0.15, 0.11], [0.01, 0.02, 0.10]], "nbo_charge": [-0.716, 0.554, -0.288, -0.331, 0.502, -0.502, -0.551, 0.238, 0.237, 0.228, 0.217, 0.202, 0.208], "charge": 0, "spin_multiplicity": 1, "orbital_gap_ev": 10.231, "homo_energy_ev": -9.865}